No. 1
C42H62N7O2SeW | the ωB97M-V functional and the def2-TZVPD basis

The calculation puts the energy relative to the best compared isomer or geometry (same formula, charge and spin) at 161.3 kJ/mol. As for the charge: +3. For the frontier orbital gap (spin up / spin down), the calculation gives 0.2287 / 0.2287 Eh.

Atoms and positions in Å:
W1 1.2627 0.3422 -0.4024
C1 -4.9640 -1.8668 -4.8060
C2 -4.8007 -1.1198 -3.4196
C3 -5.5701 0.2477 -3.4985
C4 -5.4077 -1.9963 -2.3060
C5 -3.3972 -0.7039 -3.0412
C6 -3.1502 -0.0034 -1.8428
C7 -1.8473 0.3431 -1.5137
Se1 -1.2190 1.3310 -0.0076
C8 -1.2987 0.5104 1.7151
C9 -2.4120 0.4111 2.4220
C10 -2.2803 0.0698 3.7733
C11 -1.0261 -0.0116 4.3639
C12 0.1541 0.1647 3.6535
C13 -0.0209 0.3881 2.2943
O1 1.0607 0.4892 1.4691
C14 1.5920 -0.1329 4.2216
C15 1.5261 -0.1957 5.7509
C16 2.0048 -1.5332 3.6790
C17 2.6672 0.9693 3.9487
C18 -3.5562 0.0585 4.6625
C19 -3.8091 1.5773 4.8371
C20 -3.2843 -0.6704 5.9793
C21 -4.7206 -0.6353 3.9179
C22 -0.8587 0.1408 -2.4747
O2 0.4342 0.3933 -2.0375
C23 -1.0772 -0.2596 -3.8034
C24 -2.3348 -0.7738 -3.9793
C25 -0.0975 -0.1017 -4.9127
C26 -0.5972 -0.4911 -6.2838
C27 0.3161 1.4208 -5.0241
C28 1.1060 -0.9890 -4.5451
H1 -6.0390 -2.1559 -4.9750
H2 -4.3695 -2.8221 -4.7644
H3 -4.6510 -1.3918 -5.7354
H4 -6.5019 0.0463 -4.0245
H5 -5.0327 1.0098 -4.0964
H6 -5.7973 0.5797 -2.4802
H7 -6.3756 -2.4487 -2.6432
H8 -5.5229 -1.5485 -1.3227
H9 -4.8132 -2.9244 -2.2924
H10 -3.9194 0.1567 -1.1052
H11 -3.4184 0.6186 2.0375
H12 -0.9907 -0.1976 5.4112
H13 0.9697 -1.0041 6.1888
H14 1.1448 0.7451 6.0634
H15 2.4976 -0.4050 6.2365
H16 1.1594 -2.2217 3.7632
H17 2.8681 -1.8865 4.2283
H18 2.1949 -1.4722 2.5968
H19 2.3773 1.8026 4.5286
H20 2.8764 1.1666 2.9073
H21 3.6604 0.6351 4.3189
H22 -2.8964 2.0855 5.1188
H23 -4.6090 1.8968 5.5172
H24 -4.1063 1.9887 3.8447
H25 -2.7406 0.0179 6.6355
H26 -2.5883 -1.5049 5.9419
H27 -4.1505 -0.9218 6.5247
H28 -4.7953 -0.1898 2.9154
H29 -5.6826 -0.5878 4.4511
H30 -4.4270 -1.6454 3.7241
H31 -2.6747 -1.0916 -5.0121
H32 -1.3361 0.1862 -6.6559
H33 -0.9367 -1.5263 -6.4021
H34 0.2635 -0.4660 -6.9278
H35 -0.5917 2.0234 -5.2585
H36 1.0764 1.5490 -5.8366
H37 0.8146 1.8129 -4.1289
H38 0.7279 -1.9842 -4.1921
H39 1.6607 -0.4987 -3.6911
H40 1.8572 -1.1781 -5.3148
C29 1.2456 5.1039 -1.8821
N1 2.3259 4.6417 -0.9357
C30 3.3586 5.6822 -0.7711
C31 2.3848 3.3768 -0.5602
N2 1.6241 2.4026 -1.0098
N3 3.3363 3.0975 0.4440
C32 3.8886 1.8343 0.7144
N4 5.0194 1.8592 1.3949
N5 3.3456 0.7708 0.1802
H41 1.2052 6.1269 -1.6157
H42 0.2567 4.5837 -1.6994
H43 1.5765 4.9555 -2.9148
H44 3.8206 5.9535 -1.7600
H45 4.1330 5.2793 -0.1249
H46 2.8830 6.5460 -0.2873
H47 0.9894 2.5898 -1.7810
H48 3.6431 3.8880 1.0098
H49 5.4389 2.7407 1.6168
H50 5.3294 0.9539 1.7530
H51 3.9775 -0.0015 0.2637
N6 -0.8917 -3.4222 -0.5562
C33 -0.6709 -3.4363 0.7966
C34 -0.1000 -2.2909 1.0898
N7 0.0627 -1.5309 -0.0726
C35 -0.4712 -2.2662 -1.0442
H52 -1.3043 -4.1162 -1.1581
H53 -1.0958 -4.2459 1.4179
H54 0.3599 -2.0210 1.9603
H55 -0.4644 -2.0692 -2.0883
C36 2.5252 -1.2764 -1.1257
C37 3.7572 -1.8055 -0.4194
C38 3.6056 -2.5911 0.7287
C39 4.7670 -3.0270 1.3731
C40 6.0843 -2.7689 0.9191
C41 6.1489 -2.1348 -0.2919
C42 5.0508 -1.5951 -0.9502
H56 1.9976 -2.1000 -1.6123
H57 2.9149 -0.5555 -1.9068
H58 2.5794 -2.8390 1.0625
H59 4.5652 -3.6469 2.1945
H60 6.9355 -3.0950 1.4660
H61 7.0738 -2.0557 -0.8027
H62 5.2120 -1.1153 -1.8995

Cartesian forces (eV/Å) of the 6 atoms listed first:
W 1.5 0.8 1.6
C 0.1 -1.4 0.9
C -0.9 1.0 -0.7
C -0.1 -0.6 -0.4
C -0.4 -1.7 -1.4
C 1.0 0.4 -0.3



No. 2
C41H46BN12O9Rb | the ωB97M-V functional and the def2-TZVPD basis

The calculation puts the energy relative to the best compared isomer or geometry (same formula, charge and spin) at 176.3 kJ/mol. As for the charge: -2. For the frontier orbital gap (spin up / spin down), the calculation gives 0.2209 / 0.1679 Eh.

Atoms and positions in Å:
Rb1 0.3108 -0.0646 -0.5512
C1 0.5454 -2.6139 3.2259
C2 -0.0985 -1.3630 3.7384
C3 -0.5485 -1.0679 5.0444
C4 -1.0526 0.2134 4.9567
C5 -1.6936 1.0372 6.0301
N1 -0.8837 0.6318 3.6814
N2 -0.2999 -0.3369 2.9302
B1 -1.3763 1.9714 3.0551
N3 -2.4677 1.6924 1.9846
N4 -2.1887 1.0109 0.8422
C6 -3.3244 0.9267 0.1676
C7 -3.3828 0.2431 -1.1658
C8 -4.3662 1.5660 0.8745
C9 -3.7734 2.0362 2.0279
C10 -4.3887 2.7970 3.1581
N5 -0.2690 2.8702 2.4930
N6 0.2483 2.8098 1.1647
C11 1.5229 3.6521 1.0823
C12 2.8225 2.8851 1.0031
C13 1.3441 4.4852 2.3247
C14 0.3654 3.9421 3.0786
C15 -0.0094 4.3609 4.4620
H1 -0.0438 -3.5000 3.4817
H2 0.6247 -2.5641 2.1402
H3 1.5478 -2.7498 3.6432
H4 -0.5180 -1.6976 5.9220
H5 -1.6622 0.4802 6.9679
H6 -1.1850 1.9905 6.1807
H7 -2.7371 1.2673 5.8057
H8 -1.9024 2.5805 3.9576
H9 -2.4535 -0.2750 -1.3980
H10 -4.1883 -0.4934 -1.1958
H11 -3.5594 0.9578 -1.9723
H12 -5.4024 1.6678 0.5897
H13 -5.4373 2.9894 2.9277
H14 -4.3391 2.2442 4.0981
H15 -3.8897 3.7535 3.3210
H16 2.9645 2.3921 0.0389
H17 3.6597 3.5688 1.1807
H18 2.8334 2.1119 1.7718
H19 1.9817 5.3052 2.6194
H20 0.5773 5.2340 4.7474
H21 -1.0715 4.6004 4.5271
H22 0.1856 3.5563 5.1739
C16 3.6928 -2.5342 1.1113
C17 3.6130 -1.0933 1.5872
O1 2.6801 -0.3435 0.8405
H23 4.3870 -3.1113 1.7314
H24 4.0363 -2.5730 0.0743
H25 2.7094 -3.0051 1.1579
H26 4.6057 -0.6300 1.5370
H27 3.2841 -1.0513 2.6277
H28 2.8598 -0.4701 -0.1184
O2 2.1160 1.0427 -8.6359
N7 2.6735 1.0659 -7.5430
O3 3.7922 1.5363 -7.3830
C18 1.9820 0.5419 -6.3861
C19 2.6165 0.5636 -5.1223
C20 1.9763 0.0407 -4.0369
C21 0.5751 -0.4570 -4.1072
O4 -0.0504 -0.7915 -3.0964
C22 0.0387 -0.4630 -5.4566
C23 0.7321 0.0213 -6.5569
N8 -1.2959 -0.9684 -5.7308
O5 -1.6004 -1.1937 -6.9048
O6 -2.0758 -1.1178 -4.8116
N9 2.6290 0.0900 -2.7954
O7 2.4013 -0.8544 -1.8958
O8 3.5424 0.9627 -2.5836
H29 3.5992 0.9899 -4.9973
H30 0.2733 0.0017 -7.5313
C24 -0.0300 -6.8541 -1.9470
N10 0.6972 -5.8522 -1.1706
N11 -0.1704 -5.0032 -0.4650
C25 0.2183 -3.6661 -0.6450
O9 -0.2993 -2.7329 -0.0601
C26 1.3073 -3.7021 -1.6030
C27 1.5226 -4.9884 -1.9050
C28 2.4537 -5.5630 -2.9157
C29 -0.8203 -5.4833 0.6885
C30 -1.8769 -4.7494 1.2251
C31 -2.4903 -5.1921 2.3861
C32 -2.0846 -6.3683 3.0059
C33 -1.0410 -7.0989 2.4559
C34 -0.3989 -6.6562 1.3067
H31 -0.7177 -7.3810 -1.2893
H32 0.6823 -7.5738 -2.3462
H33 -0.5984 -6.4034 -2.7682
H34 1.8028 -2.8096 -1.9820
H35 3.1371 -4.7865 -3.2527
H36 1.9111 -5.9346 -3.7886
H37 3.0308 -6.3899 -2.4964
H38 -2.1790 -3.8271 0.7518
H39 -3.2922 -4.6013 2.8111
H40 -2.5718 -6.7056 3.9120
H41 -0.7041 -8.0114 2.9329
H42 0.4415 -7.2012 0.8967
N12 -0.7009 8.6197 -1.6442
C35 -0.5955 7.5271 -1.2990
C36 -0.4574 6.1486 -0.8615
C37 -1.6514 5.3843 -0.6623
C38 -1.5993 4.1443 0.0057
C39 -0.3505 3.6559 0.2390
C40 0.9339 4.2265 -0.2584
C41 0.7903 5.6651 -0.5996
H43 -2.6021 5.8398 -0.9041
H44 -2.4900 3.6829 0.4109
H45 1.3512 3.6779 -1.1141
H46 1.6591 6.3020 -0.7100

Cartesian forces (eV/Å) of the 6 atoms listed first:
Rb -0.8 0.6 0.9
C 0.0 0.0 0.0
C 0.1 -0.1 0.0
C 0.0 -0.1 -0.1
C 0.0 0.1 -0.1
C 0.0 -0.1 0.0



No. 3
C4H8N2O3S | the ωB97M-V functional and the def2-TZVPD basis

The calculation puts the energy relative to the best compared isomer or geometry (same formula, charge and spin) at 46.4 kJ/mol. For the frontier orbital gap, the calculation gives 0.3801 Eh.

Atoms and positions in Å:
C1 1.5428 1.9058 -0.1140
C2 -1.2851 -0.2266 -0.1638
C3 -1.2641 -1.2405 -1.2554
C4 -0.9972 -0.7305 1.2112
N1 2.4359 1.2033 -0.3314
N2 0.5258 2.6773 0.0415
O1 2.1327 -0.9213 1.3419
O2 1.8169 -1.3910 -1.0048
O3 -1.4604 0.9614 -0.3935
S1 2.7116 -0.8806 0.0132
H1 -1.5971 -0.8072 -2.1944
H2 -1.8556 -2.1172 -1.0103
H3 -0.2205 -1.5547 -1.3582
H4 -1.3363 -0.0263 1.9685
H5 0.0889 -0.8410 1.3139
H6 -1.4386 -1.7083 1.3783
H7 -0.3940 2.2257 -0.0984
H8 0.5942 3.4717 0.6559

Cartesian forces (eV/Å) of the 6 atoms listed first:
C 0.9 -0.5 -0.2
C -0.1 -0.1 0.1
C 0.0 0.1 -0.3
C 0.0 0.2 0.3
N -0.1 0.9 -0.3
N -1.1 0.8 0.2



No. 4
C18H49B2N3NbO11 | the ωB97M-V functional and the def2-TZVPD basis

As for the charge: -1. For the frontier orbital gap, the calculation gives 0.2442 Eh.

Atoms and positions in Å:
C1 4.2491 1.5290 -2.9645
C2 3.0055 0.7603 -2.4034
O1 2.4761 -0.2304 -3.2669
B1 2.0115 0.3151 -4.5016
O2 2.7359 -0.0948 -5.6737
Nb1 0.2040 1.7095 -4.8003
O3 -1.2412 0.2281 -4.4390
C3 -1.6630 0.2033 -3.0665
C4 -2.5465 1.4186 -2.6478
C5 -3.6994 1.6949 -3.6299
O4 -3.0860 1.0968 -1.3424
O5 0.2311 1.2706 -6.8890
N1 -0.5965 0.2266 -7.1612
O6 0.0083 -0.7917 -7.2282
B2 1.7130 3.4705 -5.0601
C6 1.4932 4.7822 -4.1442
O7 2.7996 3.4157 -6.0076
H1 3.9840 2.5969 -3.0886
H2 5.0366 1.5113 -2.1799
H3 4.6989 1.0742 -3.8611
H4 3.3488 0.2237 -1.4964
H5 2.2317 1.4695 -2.0493
H6 3.2183 0.6998 -5.9151
H7 -1.1444 2.9010 -5.1744
H8 0.1805 2.1266 -3.0334
H9 -2.2619 -0.7224 -2.9081
H10 -0.7656 0.1744 -2.4156
H11 -1.9633 2.3476 -2.5102
H12 -4.3101 2.5648 -3.3131
H13 -3.3592 1.8893 -4.6570
H14 -4.3727 0.8103 -3.6126
H15 -2.3115 1.1325 -0.7785
H16 1.3458 5.6542 -4.8221
H17 2.3316 4.9554 -3.4360
H18 0.5729 4.6608 -3.5444
H19 3.5530 3.1136 -5.4939
C7 6.0418 -3.2763 2.4093
O8 4.8073 -3.3939 3.0937
C8 4.7953 -2.7503 4.3633
C9 3.8688 -1.5432 4.3462
N2 4.4198 -0.4665 3.5290
C10 3.4764 0.6203 3.2639
C11 2.2262 0.2934 2.4425
O9 2.4938 -0.0447 1.0935
C12 2.8096 -1.4094 0.8708
H20 5.9965 -3.9134 1.5268
H21 6.2162 -2.2472 2.0807
H22 6.8735 -3.6098 3.0373
H23 5.8023 -2.4745 4.6901
H24 4.4018 -3.4768 5.0807
H25 3.7322 -1.1811 5.3696
H26 2.8965 -1.8789 3.9667
H27 4.7180 -0.8489 2.6414
H28 4.0331 1.3919 2.7256
H29 3.1713 1.0609 4.2187
H30 1.6222 1.2044 2.4023
H31 1.5940 -0.4658 2.9167
H32 2.3004 -2.0754 1.5718
H33 3.8916 -1.5609 0.9234
H34 2.4966 -1.6682 -0.1415
C13 -6.3850 -0.3839 5.1419
O10 -5.6101 -1.5436 4.8985
C14 -6.1783 -2.4132 3.9229
C15 -5.3305 -2.4345 2.6594
N3 -5.4203 -1.1673 1.9413
C16 -4.4433 -1.0258 0.8574
C17 -2.9615 -0.9987 1.2380
O11 -2.5737 0.1498 1.9808
C18 -2.7695 0.0541 3.3790
H35 -5.9476 0.1379 5.9929
H36 -6.3696 0.2908 4.2806
H37 -7.4186 -0.6454 5.3880
H38 -7.2170 -2.1519 3.7003
H39 -6.1755 -3.4176 4.3573
H40 -5.6794 -3.2402 2.0070
H41 -4.2984 -2.6554 2.9581
H42 -5.2777 -0.4098 2.5957
H43 -4.6707 -0.0858 0.3509
H44 -4.6094 -1.8236 0.1274
H45 -2.3946 -0.9502 0.3053
H46 -2.6353 -1.9165 1.7412
H47 -2.6554 -0.9692 3.7450
H48 -3.7515 0.4457 3.6586
H49 -2.0206 0.6809 3.8662

Cartesian forces (eV/Å) of the 6 atoms listed first:
C -0.1 0.2 1.0
C 0.6 -0.1 1.0
O -0.3 0.4 -1.2
B 2.7 -0.2 0.4
O -0.5 -0.2 1.7
Nb -3.2 -3.0 -3.1



No. 5
C28H40N4S | the ωB97M-V functional and the def2-TZVPD basis

The calculation puts the energy relative to the best compared isomer or geometry (same formula, charge and spin) at 7.7 kJ/mol. For the frontier orbital gap, the calculation gives 0.3091 Eh. As for the SMILES: CC(C)c1cc(C(C)C)c(-c2csc(N(CCN(C)C)Cc3cccnc3)n2)c(C(C)C)c1.

Atoms and positions in Å:
C1 -6.3882 -0.5344 1.4023
H1 -5.9453 -0.9498 2.3041
H2 -6.4564 0.5449 1.5200
H3 -7.3939 -0.9363 1.2976
C2 -5.5466 -0.8830 0.1732
C3 -4.1752 -0.2596 0.2666
C4 -3.7528 0.6576 -0.6817
C5 -2.4997 1.2454 -0.6129
C6 -1.6342 0.8933 0.4289
C7 -2.0322 -0.0373 1.3918
C8 -3.3034 -0.5889 1.2913
H4 -3.6132 -1.3049 2.0393
C9 -1.1913 -0.4800 2.5722
C10 0.2685 -0.7944 2.2437
H5 0.3404 -1.3235 1.2969
H6 0.6954 -1.4190 3.0266
H7 0.8662 0.1093 2.1814
C11 -1.2820 0.5477 3.7044
H8 -2.3218 0.7445 3.9575
H9 -0.7720 0.1742 4.5901
H10 -0.8163 1.4831 3.4079
H11 -1.6438 -1.4097 2.9388
C12 -0.2912 1.5067 0.4436
C13 0.0821 2.5907 1.1665
S1 1.7465 2.9896 0.8722
C14 1.7974 1.6228 -0.2578
N1 0.6828 0.9845 -0.3597
N2 2.8944 1.3533 -0.9953
C15 2.8329 0.2081 -1.8767
H12 1.8557 0.2221 -2.3615
H13 3.6011 0.3266 -2.6430
C16 2.9998 -1.1479 -1.1642
N3 2.3217 -2.1834 -1.9253
C17 0.9170 -2.2753 -1.5768
H14 0.3947 -2.8411 -2.3478
H15 0.4854 -1.2791 -1.5130
H16 0.7628 -2.7785 -0.6095
C18 2.9660 -3.4748 -1.8232
H17 3.9934 -3.3967 -2.1765
H18 2.4349 -4.1809 -2.4602
H19 2.9741 -3.8719 -0.7955
H20 2.6015 -1.0656 -0.1408
H21 4.0607 -1.3963 -1.0887
C19 4.1946 1.8747 -0.6406
C20 4.9793 0.9266 0.2308
C21 6.1869 0.3830 -0.1884
C22 6.8479 -0.5146 0.6342
C23 6.2656 -0.8422 1.8488
N4 5.1182 -0.3309 2.2607
C24 4.4985 0.5293 1.4765
H22 3.5673 0.9232 1.8621
H23 6.7350 -1.5433 2.5261
H24 7.7885 -0.9518 0.3368
H25 6.6042 0.6598 -1.1472
H26 4.0530 2.8274 -0.1212
H27 4.7475 2.0669 -1.5665
H28 -0.4991 3.1915 1.8350
C25 -2.0552 2.2223 -1.6780
C26 -3.1640 3.1834 -2.1074
H29 -3.6336 3.6375 -1.2375
H30 -3.9278 2.6746 -2.6897
H31 -2.7454 3.9747 -2.7261
C27 -1.5182 1.4399 -2.8796
H32 -2.2940 0.7978 -3.2913
H33 -1.1793 2.1217 -3.6570
H34 -0.6819 0.8177 -2.5700
H35 -1.2357 2.8239 -1.2722
H36 -4.4192 0.9148 -1.4911
C28 -5.4439 -2.3995 -0.0023
H37 -4.8408 -2.6387 -0.8755
H38 -6.4335 -2.8321 -0.1342
H39 -4.9821 -2.8584 0.8682
H40 -6.0482 -0.4714 -0.7102

Cartesian forces (eV/Å) of the 6 atoms listed first:
C 0.0 0.0 -0.3
H 0.0 0.0 0.1
H 0.0 0.1 0.1
H -0.1 0.0 0.0
C 0.0 -0.1 0.1
C -0.1 0.1 -0.2